Record 1
CH5FSi | wB97M-V/def2-TZVPD

Bonds (Å) are listed after each position.
Cartesian coordinates (Å):
1 F 0.00 -1.73 -1.12  C2 1.313
2 C 0.62 -0.67 -0.65  F1 1.313, Si3 2.206, H4 1.086, H5 1.033
3 Si -0.65 0.68 0.55  C2 2.206, H6 1.507, H7 1.460, H8 1.452
4 H 1.30 -0.79 0.19  C2 1.086
5 H 1.07 -0.05 -1.34  C2 1.033
6 H -0.82 -0.43 1.56  Si3 1.507
7 H -1.87 1.28 0.03  Si3 1.460
8 H 0.35 1.71 0.78  Si3 1.452

## Properties
LUMO energy: 0.03397 Ha
SMILES string: FC[SiH3]
HOMO: -9.29 eV
Energy relative to the best compared isomer or geometry (same formula, charge and spin): 17.40 kcal/mol
Charge: 0



Record 2
CH5IN2 | wB97M-V/def2-TZVPD

Bonds (Å) are listed after each position.
Cartesian coordinates (Å):
1 H -0.58 -0.78 -0.64  N2 0.966
2 N 0.09 -0.68 0.04  H1 0.966, N3 1.222
3 N 0.63 0.41 0.14  N2 1.222, C4 1.414
4 C 0.09 1.59 -0.42  N3 1.414, H5 1.100, H6 1.118, H7 1.139
5 H -0.77 1.33 -1.06  C4 1.100
6 H -0.16 2.05 0.56  C4 1.118
7 H 0.85 2.24 -0.96  C4 1.139
8 I -0.10 -3.89 1.42  H9 1.709
9 H -0.03 -2.27 0.90  I8 1.709

## Properties
LUMO energy: 0.00795 Ha
SMILES string: [H]/N=N\C.I
HOMO: -9.21 eV
Energy relative to the best compared isomer or geometry (same formula, charge and spin): 23.06 kcal/mol
Charge: 0



Record 3
CH5IN2 | wB97M-V/def2-TZVPD

Bonds (Å) are listed after each position.
Cartesian coordinates (Å):
1 C -0.50 0.79 -0.26  N2 1.447, H5 1.137, H6 1.177, H7 1.094
2 N -0.51 -0.63 -0.54  C1 1.447, N3 1.453, I4 2.210
3 N 0.42 -1.39 0.28  N2 1.453, H8 0.997, H9 0.996
4 I -0.09 -0.95 -2.68  N2 2.210
5 H -1.37 1.22 -0.85  C1 1.137
6 H -0.82 1.02 0.85  C1 1.177
7 H 0.46 1.31 -0.16  C1 1.094
8 H -0.14 -2.16 0.56  N3 0.997
9 H 0.73 -0.75 0.98  N3 0.996

## Properties
LUMO energy: -0.01330 Ha
SMILES string: CN(N)I
HOMO: -8.50 eV
Energy relative to the best compared isomer or geometry (same formula, charge and spin): 26.15 kcal/mol
Charge: 0



Record 4
CH5IN2O | wB97M-V/def2-TZVPD

Bonds (Å) are listed after each position.
Cartesian coordinates (Å):
1 C 0.80 -0.91 -0.02  N2 1.370, H6 1.060, H7 1.094, H8 1.124
2 N 1.20 0.38 -0.20  C1 1.370, H9 0.999
3 N -1.47 1.29 0.01  O4 1.236, I5 2.128, H10 0.966
4 O -0.38 1.28 0.60  N3 1.236
5 I -2.50 -0.57 -0.10  N3 2.128
6 H 0.25 -1.19 -0.88  C1 1.060
7 H 1.67 -1.47 0.35  C1 1.094
8 H -0.02 -1.06 0.73  C1 1.124
9 H 1.92 0.71 0.41  N2 0.999
10 H -1.46 1.53 -0.92  N3 0.966

## Properties
LUMO energy (spin up / spin down): -0.02827 / -0.01271 Ha
HOMO (spin up / spin down): -8.80 / -8.85 eV
Energy relative to the best compared isomer or geometry (same formula, charge and spin): 66.14 kcal/mol
Charge: 0



Q: What is the charge in the first record?
A: 0



Q: Which value of energy relative to the best compared isomer or geometry (same formula, charge and spin) does entry 4 give?
A: 66.14 kcal/mol



Q: Which formula does entry 3 have?
A: CH5IN2